# 1
The following is a DFT calculation (wB97M-V/def2-TZVPD) of a cluster of 7 separate species, C4H19NO8 in total at a distorted geometry.

XYZ file:
```
32
Properties=species:S:1:pos:R:3:forces:R:3
N 0.5727 1.5620 3.3777 0.1 0.0 0.6
C -0.2584 1.3841 2.2308 -0.3 -0.2 -0.5
C -1.6523 0.9841 2.6788 0.4 -0.7 -0.8
O -2.5915 0.9670 1.9299 -0.3 0.2 0.2
C 0.3144 0.2960 1.2854 -0.4 0.0 0.3
C 1.5979 0.7570 0.6561 0.7 0.0 0.3
O 1.8742 1.9286 0.5103 -0.2 -0.2 -0.1
H 1.2663 2.2806 3.5004 -0.3 -0.2 -0.3
H 0.4073 0.9469 4.1635 0.2 0.3 -0.2
H -0.4060 2.2753 1.6170 0.3 0.3 0.4
H -1.7096 0.5659 3.6975 -0.2 0.2 0.3
H 0.4233 -0.6290 1.8541 0.4 -0.1 -0.1
H -0.3339 0.0044 0.4519 -0.3 0.3 0.1
H 2.2979 -0.0276 0.3231 -0.2 0.2 0.0
O -2.1051 1.2852 -1.1553 0.2 -1.0 -1.0
H -2.9071 1.3505 -0.6413 0.0 0.5 0.6
H -1.4460 1.9139 -0.8784 -0.2 0.5 0.5
O -0.2903 -0.9081 -2.3398 0.6 0.3 0.1
H -0.3988 -0.4555 -1.4915 -0.3 -0.1 -0.2
H 0.4728 -0.4201 -2.7182 -0.3 -0.3 0.0
O 1.6363 0.7914 -3.6483 -0.1 0.4 0.4
H 1.9560 1.4450 -3.0013 0.0 -0.3 -0.3
H 0.8589 1.2072 -4.0427 0.1 0.0 -0.1
O -2.2886 -1.9374 0.1957 0.5 -0.3 0.5
H -3.0670 -2.3320 -0.2045 0.0 0.5 -0.2
H -2.1461 -1.0415 -0.1262 -0.6 -0.1 -0.3
O 0.5635 -3.2387 -0.9885 0.5 0.8 -0.4
H -0.1308 -3.8851 -1.0001 -0.5 -0.4 0.1
H 0.2568 -2.5122 -1.5758 -0.3 -0.3 0.2
O 2.5993 -1.2713 -1.3098 0.2 0.1 -0.9
H 2.0234 -2.0068 -1.0645 0.1 -0.3 0.0
H 2.6104 -1.2800 -2.2861 0.1 0.0 0.7
```
Forces are in eV/Å.

Calculated values
total charge = 0
SMILES = N[C@H](C=O)CC=O.O.O.O.O.O.O
E = -22325.654 eV
2S+1 = 1
energy above the lowest of the compared OMol25 structures with the same formula, charge and spin = 39.5 kcal/mol

***

# 2
The following is a DFT calculation (wB97M-V/def2-TZVPD) of a structure of composition C41H41AuClGeN6O4S at a distorted geometry.

XYZ file:
```
96
Properties=species:S:1:pos:R:3:forces:R:3
Au 0.6745 -1.4446 0.0324 -0.6 0.3 0.5
N 3.4024 -1.3836 -0.4491 0.1 0.3 -0.2
C 3.8861 -2.6779 -0.4423 0.5 -0.4 -0.2
C 5.0783 -3.0040 -1.0595 -0.5 0.2 0.2
C 5.5630 -4.3131 -1.0732 -0.1 -0.4 0.1
C 4.8673 -5.3151 -0.4538 0.2 0.1 -0.1
C 3.6380 -5.0360 0.1726 -0.1 0.3 0.0
C 2.8986 -6.0263 0.8494 -0.2 0.2 0.1
C 1.7093 -5.6919 1.4404 0.2 -0.1 0.0
C 1.2437 -4.3746 1.3166 0.0 -0.1 0.1
N 1.9074 -3.4302 0.6941 -0.3 0.5 0.1
C 3.1125 -3.7120 0.1548 0.7 -0.5 -0.2
H 3.9919 -0.7525 -0.9755 0.0 0.0 0.2
H 3.1616 -0.9788 0.4583 0.3 -0.2 -0.3
H 5.6555 -2.2226 -1.5315 0.1 0.1 0.0
H 6.5115 -4.5143 -1.5484 0.0 -0.1 0.0
H 5.2551 -6.3207 -0.4301 0.0 -0.2 0.0
H 3.2959 -7.0303 0.8926 0.0 -0.1 0.0
H 1.1260 -6.4170 1.9882 0.0 0.0 0.0
H 0.2937 -4.0983 1.7488 -0.1 0.0 0.0
Cl -4.1406 -3.5528 1.9960 -0.2 -0.1 0.4
C -3.1563 -3.5247 0.6074 0.5 -0.2 -0.5
C -3.5870 -4.0662 -0.5976 0.3 0.2 0.2
C -2.7254 -3.9783 -1.6786 0.1 0.1 0.1
C -1.4852 -3.3789 -1.5186 -0.1 -0.3 -0.4
N -1.0841 -2.8682 -0.3628 0.3 0.0 -0.1
C -1.9023 -2.9312 0.6775 -0.5 -0.2 0.3
H -4.5632 -4.5156 -0.6875 -0.1 0.0 0.0
H -3.0120 -4.3634 -2.6425 0.0 -0.1 -0.1
H -0.7801 -3.3164 -2.3353 0.0 0.0 -0.1
H -1.5640 -2.4829 1.6005 0.0 0.1 0.1
C 1.5632 0.0827 1.1099 -0.4 -0.2 -0.2
Ge 1.9555 1.9283 0.7114 0.3 0.8 -0.2
C 3.9434 2.1571 0.5314 -0.9 -0.1 0.2
C 4.7382 2.7989 1.4676 0.0 0.0 0.1
C 6.0958 2.9725 1.2397 0.1 0.0 0.1
C 6.6769 2.4826 0.0824 0.0 0.0 0.0
C 5.8891 1.8450 -0.8637 0.1 -0.1 -0.1
C 4.5305 1.6995 -0.6430 -0.1 0.0 -0.1
C 1.3452 2.6278 -1.0407 0.1 -0.3 0.6
C 1.4585 4.0041 -1.2067 0.1 0.1 0.2
C 1.0835 4.6172 -2.3868 0.0 0.1 -0.1
C 0.5909 3.8491 -3.4293 0.0 0.0 -0.1
C 0.5020 2.4737 -3.2887 0.0 -0.1 -0.2
C 0.8847 1.8648 -2.1035 0.0 -0.1 0.1
C 1.0992 3.0501 2.1403 0.5 -0.5 -0.8
C 1.5648 3.0645 3.4484 0.1 -0.1 0.1
C 0.9784 3.8939 4.3920 0.1 -0.1 0.2
C -0.0883 4.7054 4.0430 0.0 0.0 0.0
C -0.5755 4.6772 2.7471 -0.1 0.0 0.1
C 0.0127 3.8494 1.8074 0.0 0.0 -0.2
H 1.5814 -0.1608 2.1671 0.1 -0.1 0.3
H 4.2996 3.1815 2.3784 0.0 0.1 0.1
H 6.7021 3.4948 1.9670 0.0 0.0 0.0
H 7.7374 2.6022 -0.0885 0.0 0.0 0.0
H 6.3349 1.4715 -1.7772 0.0 0.0 0.0
H 3.9053 1.2507 -1.4067 0.0 0.0 -0.1
H 1.8514 4.6021 -0.3932 0.0 0.1 0.0
H 1.1789 5.6883 -2.4922 0.0 0.1 0.0
H 0.2885 4.3210 -4.3527 0.0 0.0 -0.1
H 0.1443 1.8719 -4.1141 0.0 0.0 -0.1
H 0.8287 0.7883 -1.9950 0.0 0.0 -0.1
H 2.3940 2.4284 3.7345 0.0 0.0 0.1
H 1.3562 3.9034 5.4053 0.0 0.0 0.0
H -0.5410 5.3537 4.7793 0.0 0.0 0.0
H -1.4147 5.2991 2.4721 -0.1 0.0 0.0
H -0.3683 3.8390 0.7946 -0.1 0.0 -0.1
C -6.4003 -0.8070 1.9516 0.1 -0.2 0.1
C -6.4165 0.0105 0.6758 0.4 -0.3 -0.4
S -5.3165 -0.8372 -0.4826 0.1 0.3 -0.6
O -5.9190 -2.0520 -0.9586 -0.5 -0.1 -0.1
O -4.0110 -0.9865 0.1196 -0.3 0.3 0.2
C -5.1417 0.2404 -1.9665 -0.1 -0.3 0.9
C -4.2316 1.4476 -1.7656 -0.5 0.3 -0.4
N -3.0147 1.1033 -1.0594 0.4 0.4 0.2
C -2.0434 0.2707 -1.4937 0.0 0.3 0.0
N -1.1484 0.0507 -0.5426 0.2 -0.3 -0.1
C -1.5371 0.7392 0.5417 -0.7 0.7 0.1
C -2.6964 1.4171 0.2473 1.3 -0.8 -0.4
N -3.4297 2.2051 1.1442 -0.2 0.3 0.6
O -4.5617 2.5585 0.8316 -0.1 0.2 0.0
O -2.8939 2.4703 2.2003 -0.1 -0.1 -0.1
C -1.9720 -0.2827 -2.8648 -0.1 -0.1 0.0
H -7.1736 -0.4846 2.6458 -0.1 0.1 -0.1
H -5.4365 -0.7315 2.4524 0.0 0.0 0.0
H -6.5663 -1.8525 1.6943 -0.1 -0.1 0.2
H -6.0221 1.0147 0.8047 -0.1 0.1 0.0
H -7.3989 0.0344 0.2117 -0.1 0.0 -0.1
H -6.1507 0.5398 -2.2403 0.0 0.1 -0.1
H -4.7662 -0.4375 -2.7293 0.0 -0.2 0.0
H -4.7502 2.2174 -1.1896 0.3 -0.2 -0.2
H -3.9722 1.8705 -2.7431 0.0 -0.1 0.2
H -0.9953 0.7237 1.4648 0.1 0.1 0.2
H -2.3952 0.4045 -3.5961 0.0 0.0 0.0
H -2.5073 -1.2312 -2.9164 -0.1 0.0 -0.1
H -0.9325 -0.4700 -3.1177 0.1 0.0 0.0
```
Forces are in eV/Å.

Calculated values
total charge = +1
expectation value of S² = 2.01
E = -143868.032 eV
2S+1 = 3
energy above the lowest of the compared OMol25 structures with the same formula, charge and spin = 23.5 kcal/mol

***

# 3
The following is a DFT calculation (wB97M-V/def2-TZVPD) of a structure of composition BeH19O10 at a distorted geometry.

XYZ file:
```
30
Properties=species:S:1:pos:R:3:forces:R:3
Be 17.7627 13.4053 -5.0616 -1.0 0.5 1.0
O 16.3980 12.6869 -5.0755 0.4 0.4 0.1
H 15.5412 13.0809 -4.8408 1.6 0.4 0.3
O 16.8995 10.1328 -4.2653 0.4 -1.0 0.4
H 17.4382 9.8109 -4.9865 0.1 -0.4 -0.2
H 16.6932 11.0273 -4.5023 -0.3 0.9 -0.3
O 16.3696 12.8551 -2.2575 -0.7 0.4 0.5
H 15.4627 13.2009 -2.0584 1.3 -0.6 -0.5
H 16.3079 12.4117 -3.1169 -0.3 0.2 0.4
O 14.8809 15.0802 -3.4536 0.8 0.4 -1.1
H 14.4429 15.1527 -2.6298 -0.6 0.6 1.5
H 14.3076 14.4528 -3.8953 -0.3 -0.3 -0.1
O 15.4529 15.1949 -6.4229 -0.4 -0.1 0.5
H 14.5491 15.0998 -6.0969 0.0 0.5 0.4
H 15.3360 14.8100 -7.2830 0.3 -0.2 -1.0
O 14.8597 11.3205 -6.5900 -0.3 -2.8 -1.2
H 15.1292 10.3396 -6.7257 -0.8 2.6 0.5
H 15.5177 11.7072 -6.0103 0.9 -0.2 0.0
O 18.5016 13.3255 -6.5201 0.3 -0.8 -1.0
H 17.9565 13.0836 -7.3038 0.2 0.3 0.7
H 19.2707 12.7291 -6.5590 -0.1 0.4 -0.1
O 18.9399 12.7430 -3.9821 0.0 1.1 0.7
H 19.1151 13.1386 -3.0975 -0.4 -0.3 -0.7
H 19.5260 11.9970 -4.0540 0.2 -0.7 -0.1
O 13.7191 12.8302 -4.2089 0.1 0.1 -0.3
H 14.1734 12.6511 -5.0370 -0.7 -0.4 -0.6
H 13.1993 12.0337 -4.1534 -0.6 -0.5 0.4
O 17.6973 15.0543 -4.5378 1.6 -0.9 1.5
H 16.9266 15.4541 -4.8921 -1.8 0.8 -1.1
H 17.6359 15.2817 -3.5786 0.0 -0.5 -0.8
```
Forces are in eV/Å.

Calculated values
total charge = +1
E = -21182.516 eV
2S+1 = 1

***

# 4
The following is a DFT calculation (wB97M-V/def2-TZVPD) of the ion C4H8N3O with charge +1 at a distorted geometry.

XYZ file:
```
16
Properties=species:S:1:pos:R:3:forces:R:3
N -0.2799 1.4412 -1.4067 -3.2 0.7 4.4
N -0.4757 -0.0087 -1.2523 1.4 -1.4 0.5
C -1.3797 -0.6016 -0.1336 -1.0 -0.8 -4.3
N -0.6715 -1.6097 0.5306 -2.1 -0.5 -0.1
C 0.4362 -1.6552 1.0840 1.3 1.3 1.3
C 1.4999 -0.6123 1.3287 -2.5 0.8 -1.3
C 1.3218 0.6796 1.1571 -0.3 0.7 -0.4
O 1.1405 1.8196 0.9343 0.2 -1.2 0.5
H 0.2975 1.5529 -2.1905 1.0 0.7 -1.5
H 0.0883 1.9281 -0.4791 0.0 -1.0 -2.2
H -1.2512 1.9641 -1.5203 2.3 -1.7 -0.4
H 0.4609 -0.5790 -1.1204 -1.9 2.3 -0.7
H -2.2833 -1.0582 -0.7955 2.2 0.6 1.7
H -1.9040 0.1470 0.3956 0.0 1.0 1.4
H 0.6439 -2.5463 1.6399 0.4 -0.7 0.0
H 2.3565 -0.8614 1.8282 2.1 -0.8 1.1
```
Forces are in eV/Å.

Calculated values
total charge = +1
SMILES = [NH3+]NC/N=C\C=C=O
E = -10784.526 eV
2S+1 = 1
energy above the lowest of the compared OMol25 structures with the same formula, charge and spin = 133.2 kcal/mol

***

# 5
The following is a DFT calculation (wB97M-V/def2-TZVPD) of the molecule C5H11NO at a distorted geometry.

XYZ file:
```
18
Properties=species:S:1:pos:R:3:forces:R:3
N 0.4598 1.1242 2.7046 2.3 -3.1 -2.7
C 0.0325 0.6606 1.4628 1.2 -2.0 0.4
C 0.5700 -0.4710 0.8799 0.2 4.2 2.8
C -0.2835 -1.3103 0.0914 -0.8 -1.6 -1.0
C -0.8778 -0.4187 -1.1176 -0.7 -1.3 1.5
C -0.0119 0.0871 -2.2416 0.9 1.4 0.2
O 0.7409 1.2059 -1.7325 0.2 0.5 -1.0
H 1.1835 0.4920 3.1129 -1.4 1.7 0.3
H -0.0650 1.8420 3.0472 -0.7 2.0 1.9
H -0.8364 1.1593 1.0839 -0.5 0.0 -0.1
H 1.5584 -0.6431 1.2713 0.3 -1.1 0.0
H -1.1369 -1.6551 0.8059 1.0 0.4 -1.7
H 0.3144 -2.2930 -0.0961 -1.3 1.6 -0.7
H -1.5663 -1.0596 -1.5626 -1.5 -1.3 -1.0
H -1.5761 0.3840 -0.6814 1.5 -0.8 -0.6
H -0.6526 0.5554 -3.0246 0.3 -0.4 0.6
H 0.6442 -0.6338 -2.8072 -0.6 0.3 1.0
H 1.5027 0.9739 -1.1964 -0.2 -0.5 0.1
```
Forces are in eV/Å.

Calculated values
total charge = 0
SMILES = N/C=C/CCCO
E = -8898.383 eV
2S+1 = 1
energy above the lowest of the compared OMol25 structures with the same formula, charge and spin = 76.4 kcal/mol

***

Q: Which of these has the lowest E?
A: C41H41AuClGeN6O4S

***

Q: Which value of 2S+1 does entry 3 give?
A: 1

***

Q: What is the total charge in the fourth record?
A: +1